C52H43BaClN3O4PSi as an isolated structure in a non-equilibrium geometry. Source: the OMol25 dataset; level of theory: the ωB97M-V functional and the def2-TZVPD basis.

Last column: Mulliken charge in e.
Atoms and positions in Å:
Ba  -0.370  -1.179  -0.741  1.42
O  0.822  -3.347  -0.032  0.06
C  1.881  -4.006  -0.058  0.40
C  1.976  -5.207  0.741  -0.47
C  3.123  -5.937  0.804  -0.56
C  4.245  -5.529  0.059  -0.64
C  4.183  -4.418  -0.771  -0.99
C  3.035  -3.649  -0.878  0.28
C  3.027  -2.588  -1.890  -1.11
N  1.788  -2.019  -2.436  0.59
C  1.579  -1.735  -3.864  -0.16
C  0.214  -2.273  -4.275  -1.20
N  -0.833  -1.607  -3.546  0.49
C  -1.740  -1.011  -4.229  -0.73
C  -2.857  -0.213  -3.801  0.52
C  -3.543  0.459  -4.841  -0.60
C  -4.589  1.310  -4.618  -0.93
C  -4.994  1.502  -3.277  -0.38
C  -4.376  0.853  -2.250  -0.47
C  -3.275  -0.046  -2.445  0.46
O  -2.752  -0.630  -1.437  -0.60
H  1.085  -5.446  1.307  0.48
H  3.188  -6.823  1.421  0.46
H  5.164  -6.098  0.110  0.42
H  5.050  -4.164  -1.369  0.42
H  3.876  -2.661  -2.566  0.56
H  2.369  -2.194  -4.466  0.36
H  1.626  -0.650  -3.989  0.00
H  0.193  -3.346  -4.045  0.29
H  0.118  -2.192  -5.367  0.48
H  -1.655  -1.089  -5.325  0.12
H  -3.192  0.281  -5.853  0.30
H  -5.087  1.822  -5.429  0.40
H  -5.813  2.175  -3.050  0.40
H  -4.706  1.015  -1.231  0.40
Cl  -2.642  -3.482  0.821  -0.09
C  -3.043  -3.365  2.509  0.79
C  -4.029  -4.209  2.998  -0.78
C  -4.385  -4.145  4.333  -0.46
C  -3.759  -3.236  5.176  -0.82
C  -2.779  -2.396  4.675  0.02
C  -2.396  -2.445  3.334  -0.72
P  -1.135  -1.310  2.630  0.79
C  0.456  -2.101  3.057  0.84
C  1.599  -1.444  2.590  -0.71
C  2.856  -1.993  2.786  -0.65
C  2.985  -3.215  3.437  -0.49
C  1.854  -3.876  3.897  -0.80
C  0.593  -3.322  3.708  -0.68
C  -1.190  0.121  3.760  0.08
C  -0.438  0.225  4.928  -0.10
C  -0.513  1.371  5.706  -0.72
C  -1.337  2.422  5.319  -0.55
C  -2.081  2.327  4.153  -0.54
C  -2.002  1.184  3.372  -0.52
H  -4.514  -4.903  2.324  0.46
H  -5.158  -4.800  4.713  0.37
H  -4.039  -3.176  6.220  0.42
H  -2.305  -1.675  5.329  0.38
H  1.499  -0.486  2.082  0.76
H  3.735  -1.466  2.435  0.47
H  3.965  -3.648  3.591  0.40
H  1.952  -4.824  4.412  0.41
H  -0.286  -3.840  4.073  0.40
H  0.217  -0.585  5.229  0.43
H  0.078  1.449  6.609  0.42
H  -1.386  3.321  5.920  0.39
H  -2.705  3.153  3.835  0.42
H  -2.558  1.123  2.443  0.25
O  3.264  -0.209  -2.225  -0.58
N  2.644  -1.149  -1.699  0.74
O  0.230  1.180  -0.307  1.53
Si  0.593  2.634  -0.844  -1.96
C  1.046  2.532  -2.681  0.11
C  0.087  1.956  -3.525  0.00
C  0.332  1.772  -4.880  -0.64
C  1.553  2.155  -5.421  -0.57
C  2.515  2.734  -4.604  -0.63
C  2.258  2.925  -3.250  -0.24
C  -0.870  3.805  -0.717  -0.04
C  -0.875  5.087  -1.270  -0.20
C  -1.992  5.907  -1.173  -0.72
C  -3.132  5.450  -0.525  -0.59
C  -3.155  4.174  0.020  -0.57
C  -2.032  3.360  -0.077  0.18
C  2.055  3.390  0.088  0.47
C  3.284  2.714  0.080  0.06
C  4.378  3.193  0.788  -0.84
C  4.265  4.366  1.525  -0.42
C  3.059  5.049  1.550  -0.68
C  1.968  4.564  0.838  -0.44
H  -0.878  1.656  -3.122  0.27
H  -0.438  1.341  -5.511  0.44
H  1.748  2.016  -6.478  0.41
H  3.466  3.042  -5.023  0.41
H  3.019  3.383  -2.627  0.39
H  0.005  5.450  -1.794  0.44
H  -1.979  6.897  -1.611  0.40
H  -4.008  6.085  -0.456  0.38
H  -4.052  3.809  0.506  0.46
H  -2.050  2.350  0.320  0.17
H  3.381  1.796  -0.493  0.39
H  5.320  2.658  0.763  0.42
H  5.116  4.746  2.077  0.37
H  2.969  5.962  2.126  0.40
H  1.029  5.106  0.865  0.38

Computed properties:
**Total charge**: 0
**Gap between HOMO and LUMO**: 3.28 eV
**Multiplicity**: 1
**Highest occupied orbital energy**: -6.948 eV

***

C52H43N4O3P4Zr as an isolated structure. Source: the OMol25 dataset; level of theory: the ωB97M-V functional and the def2-TZVPD basis.

Last column: Mulliken charge in e.
Atoms and positions in Å:
Zr  -0.020  -0.975  -0.477  0.66
O  1.899  -0.608  0.158  0.10
P  2.850  0.379  -0.569  0.35
C  2.343  2.026  0.003  -1.40
P  0.651  2.413  -0.576  0.78
O  -0.129  1.085  -0.776  -0.30
C  0.769  3.261  -2.134  0.98
C  -0.049  2.879  -3.196  -0.19
C  -0.003  3.594  -4.383  -0.85
C  0.849  4.683  -4.506  -0.55
C  1.654  5.072  -3.440  -0.94
C  1.613  4.367  -2.251  -0.94
C  -0.158  3.403  0.656  1.20
C  0.562  4.180  1.563  -0.63
C  -0.115  5.062  2.391  -0.84
C  -1.497  5.168  2.310  -0.79
C  -2.214  4.394  1.404  -0.59
C  -1.548  3.516  0.567  -0.79
C  2.610  0.358  -2.354  1.27
C  3.573  1.088  -3.057  -0.97
C  3.477  1.264  -4.428  -0.80
C  2.423  0.694  -5.125  -0.67
C  1.468  -0.048  -4.445  -1.23
C  1.554  -0.211  -3.071  -0.02
C  4.532  0.042  -0.154  0.73
C  4.908  -1.302  -0.094  -0.69
C  6.230  -1.626  0.150  -0.63
C  7.169  -0.616  0.333  -0.55
C  6.793  0.720  0.275  -0.87
C  5.472  1.057  0.029  -0.18
H  3.028  2.785  -0.382  0.72
H  2.390  2.024  1.095  0.73
H  -0.720  2.036  -3.094  0.45
H  -0.639  3.307  -5.209  0.49
H  0.879  5.241  -5.432  0.47
H  2.303  5.931  -3.535  0.49
H  2.221  4.701  -1.417  0.42
H  1.641  4.116  1.628  0.46
H  0.436  5.673  3.093  0.47
H  -2.019  5.868  2.950  0.47
H  -3.289  4.495  1.337  0.44
H  -2.099  2.937  -0.166  0.73
H  4.423  1.511  -2.534  0.48
H  4.238  1.829  -4.948  0.51
H  2.350  0.812  -6.198  0.47
H  0.657  -0.517  -4.988  0.53
H  0.752  -0.846  -2.679  0.88
H  4.178  -2.088  -0.241  0.07
H  6.529  -2.664  0.192  0.48
H  8.202  -0.873  0.523  0.44
H  7.528  1.499  0.425  0.45
H  5.190  2.103  -0.008  0.36
N  -2.593  -0.895  1.642  -0.15
P  -2.821  -1.136  -0.029  0.93
C  -4.129  -0.007  -0.515  0.54
C  -4.211  1.260  0.065  0.15
C  -5.211  2.133  -0.330  -0.75
C  -6.119  1.754  -1.311  -0.71
C  -6.039  0.494  -1.888  -0.78
C  -5.049  -0.391  -1.491  -0.91
C  -3.342  -2.833  -0.308  1.08
C  -3.194  -3.376  -1.586  -0.29
C  -3.566  -4.687  -1.827  -0.85
C  -4.069  -5.465  -0.791  -0.67
C  -4.206  -4.932  0.483  -0.78
C  -3.844  -3.617  0.729  -0.47
P  -0.989  -1.185  2.067  1.20
C  -0.793  -2.785  2.842  0.71
C  -1.454  -3.056  4.042  -0.77
C  -1.349  -4.313  4.611  -0.83
C  -0.578  -5.294  3.994  -0.64
C  0.093  -5.023  2.810  -0.56
C  -0.016  -3.768  2.231  0.06
C  -0.479  0.090  3.219  0.95
C  0.730  -0.092  3.893  -0.83
C  1.170  0.876  4.781  -0.72
C  0.400  2.011  5.008  -0.70
C  -0.803  2.190  4.337  -0.67
C  -1.242  1.237  3.430  -0.42
H  -3.353  -0.948  2.314  0.47
H  -3.514  1.549  0.843  0.20
H  -5.298  3.105  0.137  0.43
H  -6.900  2.438  -1.616  0.43
H  -6.760  0.192  -2.635  0.45
H  -5.016  -1.385  -1.918  0.40
H  -2.784  -2.779  -2.395  0.50
H  -3.456  -5.108  -2.817  0.46
H  -4.350  -6.492  -0.978  0.45
H  -4.597  -5.541  1.287  0.48
H  -3.947  -3.216  1.730  0.32
H  -2.037  -2.288  4.539  0.46
H  -1.860  -4.530  5.539  0.47
H  -0.498  -6.274  4.444  0.46
H  0.692  -5.789  2.338  0.48
H  0.503  -3.561  1.301  -0.03
H  1.307  -0.999  3.751  0.51
H  2.097  0.731  5.320  0.49
H  0.732  2.750  5.725  0.48
H  -1.409  3.064  4.533  0.58
H  -2.181  1.377  2.910  0.23
O  -0.157  -2.890  -1.170  -0.30
N  1.194  -3.018  -1.375  -0.18
C  1.606  -4.229  -1.432  1.08
C  3.019  -4.426  -1.586  -0.42
N  4.155  -4.572  -1.649  -0.35
C  0.710  -5.344  -1.298  -0.01
N  -0.040  -6.202  -1.164  -0.35

Computed properties:
**Total charge**: +3
**Gap between HOMO and LUMO**: 6.86 eV
**Multiplicity**: 1
**Highest occupied orbital energy**: -15.900 eV

***

C52H44N9O3P2Sn as an isolated structure in a non-equilibrium geometry. Source: the OMol25 dataset; level of theory: the ωB97M-V functional and the def2-TZVPD basis.

Last column: Mulliken charge in e.
Atoms and positions in Å:
Sn  -0.232  -0.144  -1.749  1.16
C  4.304  3.336  0.750  -1.04
N  3.152  2.538  0.269  0.80
P  3.169  1.182  -0.707  0.05
C  4.496  1.301  -1.898  0.71
C  5.801  1.255  -1.385  -0.74
C  6.861  1.417  -2.258  -0.78
C  6.632  1.597  -3.620  -0.62
C  5.339  1.603  -4.126  -0.84
C  4.263  1.452  -3.265  -0.47
C  3.481  -0.181  0.340  1.06
C  3.734  -1.425  -0.277  -0.83
C  4.124  -2.488  0.510  -0.76
C  4.228  -2.324  1.891  -0.60
C  3.923  -1.105  2.501  -0.74
C  3.521  -0.031  1.736  -0.17
P  1.877  3.134  -0.620  0.80
C  2.342  4.518  -1.625  0.55
C  2.687  4.365  -2.973  -0.38
C  3.052  5.475  -3.713  -0.76
C  3.060  6.730  -3.115  -0.55
C  2.705  6.884  -1.778  -0.75
C  2.325  5.789  -1.026  -0.59
C  0.672  3.663  0.547  0.91
C  0.934  3.640  1.922  0.03
C  -0.004  4.173  2.786  -0.91
C  -1.212  4.668  2.296  -0.45
C  -1.492  4.650  0.930  -0.90
C  -0.552  4.149  0.049  -0.73
H  4.943  3.644  -0.077  0.41
H  4.889  2.750  1.456  0.33
H  3.932  4.224  1.257  0.41
H  5.986  1.091  -0.331  0.43
H  7.873  1.397  -1.874  0.48
H  7.471  1.720  -4.292  0.46
H  5.169  1.713  -5.189  0.51
H  3.255  1.419  -3.659  0.77
H  3.648  -1.537  -1.352  0.54
H  4.353  -3.443  0.054  0.54
H  4.540  -3.159  2.506  0.47
H  4.006  -1.002  3.575  0.51
H  3.271  0.914  2.198  0.28
H  2.654  3.393  -3.440  0.37
H  3.308  5.370  -4.758  0.48
H  3.331  7.600  -3.699  0.44
H  2.712  7.865  -1.323  0.46
H  2.034  5.920  0.008  0.44
H  1.867  3.244  2.300  0.18
H  0.209  4.223  3.846  0.56
H  -1.942  5.077  2.983  0.47
H  -2.429  5.045  0.562  0.51
H  -0.744  4.158  -1.019  0.53
C  -5.236  -2.750  -3.012  -1.33
N  -4.226  -1.717  -2.748  0.77
C  -2.930  -1.863  -2.541  -0.29
N  -2.396  -0.665  -2.292  -0.20
C  -3.468  0.184  -2.339  -0.63
N  -4.590  -0.420  -2.605  -0.76
C  -5.741  -3.430  -1.761  1.10
C  -6.292  -4.699  -1.875  -0.91
C  -6.828  -5.332  -0.764  -0.67
C  -6.807  -4.707  0.473  -0.87
C  -6.232  -3.448  0.591  0.04
C  -5.701  -2.808  -0.522  -0.13
C  -6.196  -2.806  1.906  0.53
N  -6.976  -3.018  2.901  -0.48
N  -6.529  -2.185  3.931  -0.40
C  -5.521  -1.547  3.463  0.46
O  -5.240  -1.876  2.176  -0.24
C  -4.650  -0.623  4.190  -0.13
C  -5.106  -0.069  5.377  -0.93
C  -4.256  0.725  6.132  -0.65
C  -2.966  0.976  5.697  -0.98
C  -2.516  0.442  4.495  0.98
C  -1.090  0.753  4.097  -0.89
N  -0.689  0.225  2.792  1.24
C  -0.987  0.677  1.582  -0.77
N  -0.379  -0.075  0.667  0.76
C  0.279  -1.014  1.418  -1.02
N  0.124  -0.855  2.704  -1.02
C  -3.357  -0.359  3.739  -0.12
H  -4.798  -3.478  -3.692  0.50
H  -6.047  -2.242  -3.530  0.29
H  -2.399  -2.800  -2.586  0.60
H  -3.397  1.250  -2.188  0.60
H  -6.323  -5.192  -2.841  0.46
H  -7.267  -6.315  -0.864  0.43
H  -7.228  -5.182  1.348  0.53
H  -5.298  -1.808  -0.412  0.56
H  -6.116  -0.278  5.705  0.54
H  -4.598  1.139  7.070  0.43
H  -2.304  1.582  6.307  0.47
H  -0.396  0.322  4.815  0.44
H  -0.935  1.830  4.072  0.09
H  -1.625  1.529  1.393  0.53
H  0.860  -1.817  0.990  0.68
H  -3.020  -0.825  2.820  0.82
O  1.425  -1.625  -2.445  -0.90
C  0.762  -2.558  -1.909  0.87
O  -0.303  -2.219  -1.254  -0.84
C  1.170  -3.964  -1.991  0.59
C  2.119  -4.350  -2.940  -0.18
C  2.517  -5.671  -3.005  -0.79
C  1.981  -6.601  -2.120  -0.41
C  1.030  -6.219  -1.181  -0.87
C  0.612  -4.902  -1.121  -0.31
H  2.522  -3.613  -3.622  0.49
H  3.241  -5.984  -3.746  0.45
H  2.309  -7.632  -2.162  0.45
H  0.614  -6.951  -0.502  0.44
H  -0.135  -4.591  -0.403  0.49

Computed properties:
**Total charge**: +3
**Gap between HOMO and LUMO**: 3.21 eV
**Multiplicity**: 1
**Highest occupied orbital energy**: -13.905 eV

***

C52H46AsN10PRuS as an isolated structure in a non-equilibrium geometry. Source: the OMol25 dataset; level of theory: the ωB97M-V functional and the def2-TZVPD basis.

Last column: Löwdin spin population.
Atoms and positions in Å:
Ru  0.154  -0.326  0.004  0.90
C  -4.432  3.173  4.541  0.00
C  -3.373  2.782  3.547  0.00
C  -3.078  3.612  2.461  0.00
C  -2.132  3.265  1.525  0.00
C  -1.407  2.056  1.604  0.00
N  -0.493  1.727  0.632  0.01
C  0.367  2.703  0.161  0.00
C  0.932  3.642  1.048  0.00
C  1.832  4.595  0.637  0.00
C  2.249  4.662  -0.693  0.00
C  3.253  5.687  -1.141  0.00
C  1.712  3.746  -1.577  0.00
C  0.774  2.797  -1.179  0.00
N  0.179  1.978  -2.166  0.00
C  0.122  2.203  -3.499  0.00
C  -0.584  1.170  -4.069  0.00
C  -0.934  0.343  -3.000  0.00
N  -0.478  0.851  -1.858  0.00
C  -1.697  1.244  2.709  0.00
C  -2.664  1.601  3.648  0.00
N  -0.937  0.074  2.966  0.00
C  -0.414  -0.297  4.148  0.00
C  0.153  -1.547  3.988  0.00
C  -0.066  -1.867  2.652  0.00
N  -0.734  -0.877  2.039  0.02
H  -4.501  4.256  4.620  0.00
H  -4.227  2.763  5.529  0.00
H  -5.409  2.804  4.218  0.00
H  -3.604  4.554  2.363  0.00
H  -1.930  3.923  0.690  0.00
H  0.646  3.588  2.090  0.00
H  2.228  5.303  1.356  0.00
H  3.143  6.607  -0.569  0.00
H  3.136  5.915  -2.200  0.00
H  4.269  5.318  -0.983  0.00
H  2.037  3.775  -2.610  0.00
H  0.561  3.070  -3.958  0.00
H  -0.822  1.038  -5.109  0.00
H  -1.502  -0.572  -3.004  0.00
H  -2.847  0.935  4.485  0.00
H  -0.456  0.357  5.001  0.00
H  0.662  -2.139  4.727  0.00
H  0.198  -2.759  2.105  0.00
C  1.668  -2.305  -3.161  0.00
C  2.865  -3.207  -3.411  0.00
As  3.100  -3.658  -5.333  0.00
C  4.953  -4.273  -5.182  0.00
C  5.749  -4.228  -6.325  0.00
C  7.075  -4.625  -6.279  0.00
C  7.623  -5.080  -5.088  0.00
C  6.833  -5.153  -3.951  0.00
C  5.501  -4.762  -4.001  0.00
C  3.498  -1.830  -5.925  0.00
C  2.754  -1.281  -6.965  0.00
C  2.984  0.021  -7.388  0.00
C  3.962  0.786  -6.770  0.00
C  4.718  0.241  -5.739  0.00
C  4.491  -1.061  -5.324  0.00
P  1.717  -1.644  -1.430  0.00
C  3.280  -0.720  -1.503  0.00
C  3.214  0.445  -2.268  0.00
C  4.323  1.262  -2.398  0.00
C  5.500  0.934  -1.739  0.00
C  5.572  -0.222  -0.976  0.00
C  4.469  -1.057  -0.869  0.00
C  1.903  -3.128  -0.388  0.01
C  2.539  -3.062  0.853  0.01
C  2.594  -4.174  1.680  0.00
C  1.962  -5.350  1.305  0.01
C  1.289  -5.414  0.092  0.00
C  1.261  -4.314  -0.750  0.01
H  0.715  -2.808  -3.339  0.00
H  1.705  -1.427  -3.811  0.00
H  2.767  -4.146  -2.869  0.00
H  3.784  -2.720  -3.081  0.00
H  5.325  -3.871  -7.258  0.00
H  7.684  -4.581  -7.173  0.00
H  8.661  -5.383  -5.046  0.00
H  7.251  -5.513  -3.020  0.00
H  4.897  -4.849  -3.107  0.00
H  1.994  -1.882  -7.452  0.00
H  2.406  0.437  -8.203  0.00
H  4.144  1.801  -7.097  0.00
H  5.493  0.829  -5.263  0.00
H  5.103  -1.485  -4.534  0.00
H  2.285  0.707  -2.767  0.00
H  4.269  2.152  -3.012  0.00
H  6.368  1.576  -1.819  0.00
H  6.480  -0.477  -0.447  0.00
H  4.556  -1.967  -0.288  0.00
H  2.986  -2.135  1.184  0.00
H  3.121  -4.114  2.624  0.00
H  1.995  -6.215  1.955  0.00
H  0.787  -6.325  -0.204  0.00
H  0.720  -4.383  -1.686  0.00
S  -1.491  -2.053  -0.890  -0.01
C  -3.093  -1.690  -0.432  0.00
N  -3.350  -1.371  0.873  0.00
C  -4.606  -1.292  1.348  0.00
C  -5.653  -1.457  0.493  0.00
C  -5.338  -1.675  -0.857  0.00
N  -4.099  -1.788  -1.295  0.00
H  -2.530  -1.230  1.468  0.00
H  -4.711  -1.115  2.409  0.00
H  -6.675  -1.424  0.835  0.00
H  -6.120  -1.771  -1.600  0.00
N  5.893  -1.126  2.509  0.01
C  4.974  -0.434  2.372  0.00
N  3.942  0.359  2.267  0.01
C  2.898  0.333  1.584  0.01
N  1.892  0.384  0.980  0.01

Computed properties:
**Expectation value of S²**: 0.761
**Total charge**: +1
**Gap between HOMO and LUMO (spin up / spin down)**: 5.62 / 5.77 eV
**Multiplicity**: 2
**Highest occupied orbital energy (spin up / spin down)**: -9.410 / -9.399 eV